No. 1
The following is a DFT calculation (ωB97M-V with the def2-TZVPD basis set) of an isolated molecule of C8H9N3O3.

Geometry as XYZ:
```
23
Properties=species:S:1:pos:R:3:forces:R:3:mulliken_charge:R:1
C 2.6732 -1.4313 0.0694 0.1 0.7 -0.4 -0.616
N 2.4747 -0.2074 0.9285 -1.0 0.0 -2.6 -0.355
C 1.6387 0.8603 0.2370 -0.3 -2.1 -0.6 -0.835
N 2.0775 1.4987 -1.0591 0.4 1.8 -2.5 -0.022
O 1.5489 2.5481 -1.5084 1.1 -3.9 2.9 -0.317
C 0.1981 0.4010 0.0869 1.2 1.6 2.3 0.683
C -0.2227 -0.3857 -0.9240 -0.8 0.9 -0.4 -0.405
C -1.5776 -0.5528 -1.0496 -2.0 -2.1 -2.6 -0.362
C -2.4345 -0.1470 -0.0622 0.9 1.1 1.6 0.037
N -3.8581 -0.4127 -0.1682 0.2 1.2 1.5 0.950
O -4.1969 -0.9201 -1.2081 -1.5 -0.2 0.4 -0.582
O -4.5371 -0.0162 0.8062 0.2 -1.3 -2.3 -0.597
C -1.9922 0.6055 1.0509 -0.4 -1.1 1.4 -0.354
C -0.6298 0.9136 1.0952 -2.0 -1.9 -2.6 -0.637
H 3.6955 -1.8746 0.2268 -0.8 0.9 -0.4 0.357
H 2.0261 -2.2224 0.5004 -0.2 0.4 -1.2 0.199
H 2.5411 -1.0431 -1.0321 0.2 -1.8 1.9 0.223
H 3.4009 0.1030 1.0768 0.9 1.1 0.4 0.279
H 1.6609 1.6124 0.9141 -0.1 2.6 2.1 0.761
H 0.4743 -0.5236 -1.6944 0.5 -1.0 -1.1 0.509
H -2.0842 -1.0728 -1.9631 1.3 1.0 1.8 0.308
H -2.6991 0.6883 1.9558 1.2 0.5 -1.8 0.339
H -0.1777 1.5787 1.7210 0.6 1.4 2.2 0.437
```
Positions in Å, forces in eV/Å.

Output
* E_HOMO (alpha / beta): -9.28 / -9.27 eV
* SMILES: CN[C@@H](N=O)c1ccc([N+](=O)[O-])cc1
* orbital gap (alpha / beta): 8.34 / 8.33 eV



No. 2
The following is a DFT calculation (ωB97M-V with the def2-TZVPD basis set) of a cluster of 2 separate species, C5H14ClN4 in total.

Geometry as XYZ:
```
24
Properties=species:S:1:pos:R:3:forces:R:3:mulliken_charge:R:1
C -2.1869 -0.7786 -0.5360 3.5 -1.5 -0.3 -2.105
C 0.1597 -1.3592 -1.2409 -0.3 -3.6 1.0 -1.420
C -0.3313 -0.7496 1.0813 0.6 -0.5 4.7 -0.937
C 0.7794 1.3024 -1.0548 -2.7 0.4 1.0 0.188
C -0.6492 -0.4581 -0.3494 -1.0 -2.0 1.1 1.239
N 3.0950 0.4857 1.8852 -0.6 -1.5 -0.3 -0.287
N 2.4504 0.2458 0.8445 2.0 1.1 2.3 -0.247
N -0.4350 0.9276 -0.6596 3.7 1.5 -1.5 0.652
N -1.4084 1.8456 -0.6096 -0.7 1.5 0.4 -0.788
Cl 1.0331 2.9108 -1.3714 0.3 0.7 -0.3 -0.098
H -2.7341 -0.2017 0.0955 -1.7 1.7 1.8 0.586
H -2.2884 -0.4874 -1.5359 -1.3 -0.3 -1.7 0.614
H -2.3943 -1.8168 -0.2347 0.2 0.3 -0.8 0.389
H 1.2781 -1.3389 -1.2775 -1.1 0.4 0.4 0.423
H -0.2601 -1.4190 -2.2289 0.0 0.2 -0.6 0.431
H -0.1371 -2.4114 -0.7439 1.0 2.0 -1.4 0.345
H 0.6615 -0.3845 1.5929 -1.8 -0.7 -1.8 -0.053
H -1.0929 -0.2698 1.7835 0.6 -0.6 -1.0 0.373
H -0.3888 -1.8872 1.3259 0.0 2.0 -0.7 0.356
H 1.6491 0.6983 -1.0104 0.1 -0.8 -0.2 0.334
H 2.6876 0.9150 2.7608 0.1 0.1 -1.1 0.245
H -2.3393 1.4733 -0.5226 0.2 0.1 0.2 0.227
H -1.1749 2.7227 -0.1129 -0.3 -1.0 -0.4 0.262
H 4.0269 0.0348 2.1186 -0.7 0.5 -0.7 0.270
```
Positions in Å, forces in eV/Å.

Output
* E_HOMO: -12.25 eV
* orbital gap: 8.33 eV
* total charge: +1